Record 1
C30H47Cl2FeN4O8Si | ωB97M-V with the def2-TZVPD basis set

Calculated values
- frontier orbital gap (alpha / beta) (eV) = 5.1 / 5.1
- total charge = -1
- relative energy (zero: lowest compared OMol25 entry of this formula, charge and spin) (kJ/mol) = 201.11
- multiplicity = 5
- molecular weight (u) = 746.563

Each line ends with the Mulliken charge.
Element x y z (Å)
H 3.998 -2.710 -3.257  0.37
H -2.079 -4.009 -0.984  0.35
H 2.433 -1.287 6.555  0.46
O 1.287 -0.060 -2.889  0.53
H 2.458 -4.379 -5.273  0.30
H 2.714 -1.960 -2.267  0.03
C 1.544 1.428 2.823  0.93
O 1.505 -0.878 8.702  -0.59
C 2.073 -0.093 4.795  -0.39
O 1.791 0.448 2.013  -1.09
H -2.641 -0.252 6.809  0.34
H -1.348 -5.963 1.805  0.32
H -2.800 1.344 3.529  0.06
C 1.243 2.515 -6.554  -0.64
O -0.029 1.727 0.159  0.04
H -0.011 2.470 -8.295  0.38
C -1.487 -4.939 2.176  -0.91
H 2.346 -0.870 4.081  0.43
H -3.629 1.193 5.114  0.32
H -1.046 0.536 6.832  0.24
C -1.372 -4.189 -0.176  -0.79
H -1.303 2.380 -2.225  0.29
H -0.397 2.004 -3.699  0.48
C 2.960 -3.621 -5.898  -1.44
C 0.471 -0.132 -6.123  0.04
H 4.048 -3.744 -5.771  0.30
C 1.424 1.994 6.575  -0.41
C 2.144 -0.322 6.159  -0.47
C 2.505 -2.225 -5.586  -0.03
H -0.661 0.076 -7.954  0.35
N -2.047 -4.145 1.095  0.17
H -2.517 2.697 -0.550  0.18
H -2.557 -0.727 -3.381  0.39
H 2.267 -1.637 -6.476  0.44
H 1.532 3.559 -6.694  0.36
C -0.889 5.139 0.434  -0.93
N 1.445 0.334 8.383  1.02
Fe 1.807 0.754 0.005  0.35
C -1.408 -0.703 3.918  0.18
H -0.607 -3.406 -0.200  0.10
H 1.188 2.788 7.276  0.44
H 2.430 -3.499 -3.147  0.28
H -3.137 3.952 0.557  0.38
C -2.659 1.283 4.609  -0.81
C 1.382 0.470 -5.256  0.40
C 0.017 2.935 0.500  -0.74
H -0.723 -1.494 4.308  0.23
C 2.428 -1.701 -4.351  0.60
H -1.845 5.651 0.577  0.34
Si -0.412 -0.023 -2.268  2.06
C 2.022 -0.234 -4.070  -0.51
H 2.951 0.289 -3.805  0.47
H -2.319 -1.331 -0.996  0.43
H 0.963 3.488 0.563  0.47
H -1.468 0.137 -4.492  0.36
C 0.005 0.563 -7.243  -1.09
H 2.741 -3.856 -6.949  0.37
H -0.879 -5.151 -0.300  0.35
H -2.576 2.367 1.198  -0.13
C -1.505 -0.613 -3.688  -1.39
H -1.863 0.076 -0.044  -0.03
H -2.171 2.195 4.979  0.31
C 2.914 -2.510 -3.187  -1.47
H -0.503 -4.554 2.492  0.29
H -0.139 5.529 1.135  0.29
C 1.336 2.196 5.206  -0.18
C -1.660 -0.214 6.313  -0.90
C 1.758 0.703 7.038  -0.25
O -3.677 -2.699 0.399  -0.59
H 1.024 3.164 4.804  0.46
H 0.164 -1.162 -5.956  0.71
H -0.534 5.357 -0.586  0.30
N -1.820 0.136 4.909  0.43
H -3.256 -3.073 2.390  0.19
N -1.079 3.707 0.647  0.48
C -2.030 -0.274 -1.081  -1.67
O 1.073 1.231 9.179  -0.60
Cl 3.476 1.446 -1.221  -0.59
Cl 0.328 -1.458 -0.881  -0.70
H -1.162 -1.186 6.401  0.30
H -2.171 -4.926 3.039  0.33
O -1.737 -0.627 2.731  -0.70
H -2.894 0.257 -1.507  0.30
O 1.201 2.606 2.531  -0.72
C 1.729 1.812 -5.447  -0.35
H -1.132 -1.575 -4.056  0.21
H 0.494 2.370 -2.227  0.12
C -0.410 1.874 -2.608  -1.30
C 0.378 1.886 -7.463  -0.53
C -2.414 3.142 0.445  -0.40
C 1.660 1.157 4.312  0.18
H 2.403 2.296 -4.723  0.31
C -3.056 -3.253 1.304  0.21


Record 2
C30H47Cl2N4O7RuSSi | ωB97M-V with the def2-TZVPD basis set

Calculated values
- frontier orbital gap (alpha / beta) (eV) = 5.8 / 4.5
- relative energy (zero: lowest compared OMol25 entry of this formula, charge and spin) (kJ/mol) = 12.77
- multiplicity = 6
- molecular weight (u) = 807.856

Each line ends with the Mulliken charge.
Element x y z (Å)
H -0.742 5.565 -3.350  0.34
N 1.244 1.141 0.647  0.42
H 2.870 -3.547 -10.621  0.38
H -0.592 -0.227 4.466  0.30
N -0.720 3.614 -2.585  0.39
N -1.861 0.298 2.894  0.26
H 0.353 -3.430 -3.317  0.28
C -2.153 3.422 -2.726  -0.85
H -2.372 2.689 -3.525  0.16
H 3.263 -3.334 -6.920  0.42
H -0.832 -4.740 -3.550  0.40
H -0.116 -0.672 2.405  0.37
C 1.892 2.374 -10.338  -0.67
H 0.443 0.236 -3.760  -0.53
C 2.656 -2.011 -9.203  0.20
C -0.718 -3.687 -3.261  -0.98
H 2.810 0.388 -7.086  0.28
H -1.146 1.480 4.489  0.33
C -0.372 -0.280 -4.274  0.28
N -1.244 -3.591 -1.906  0.18
H 2.504 3.227 -10.648  0.38
H 0.839 4.979 -2.782  0.33
H -0.142 -1.343 -4.179  -0.33
H -1.622 -4.687 -0.174  0.34
Cl 1.448 -2.120 -0.876  -0.48
Ru 0.498 0.000 -0.792  0.44
C 1.529 2.454 2.749  0.58
H -3.798 0.759 3.404  0.36
C 0.388 0.154 -9.518  0.09
H -2.997 2.027 2.447  0.25
C 2.368 1.358 2.688  -0.18
C 2.754 1.549 5.055  -0.66
H -3.564 0.520 1.636  0.23
H 2.746 -2.004 -5.852  0.22
Si -0.340 0.272 -6.023  0.02
C 1.494 0.572 -8.766  -0.04
C -0.073 4.698 -3.307  -0.84
H 4.328 -1.959 -6.626  0.25
H -0.176 2.264 -7.508  0.28
O 1.079 -0.475 -6.539  -0.14
H 0.038 -4.896 -0.825  0.32
H 0.621 3.997 3.935  0.44
C 3.283 -2.252 -6.775  -1.48
H -2.279 0.186 4.942  0.34
C 1.278 3.123 3.935  -0.95
H -1.343 -5.660 -1.650  0.34
O 1.399 3.766 0.443  -0.66
H -1.297 -3.063 -3.949  0.30
H -1.085 2.644 -6.025  0.52
C 0.018 0.887 -10.657  -1.10
S 0.731 2.736 1.194  0.94
C 1.880 2.647 5.104  -0.33
H -2.733 -0.060 -6.475  0.42
H -1.829 -0.094 -8.007  0.40
C 2.228 1.698 -9.159  -0.28
H 3.237 1.194 5.973  0.41
C -3.127 0.936 2.556  -0.87
O -1.132 -1.284 -1.761  -0.27
H 4.309 -3.325 -9.638  0.30
C -1.361 -2.407 -1.266  0.30
C -1.012 -0.190 1.977  -0.07
H 0.699 2.547 -5.981  0.30
C 2.026 -0.211 -7.570  0.19
H -2.571 3.042 -1.787  0.22
O -1.209 -0.134 0.742  -0.46
C 3.049 0.934 3.837  -0.52
C 2.679 -1.540 -7.934  0.23
C -1.808 -0.415 -6.957  -1.21
H 1.699 3.154 6.050  0.41
C 0.000 2.667 -1.990  -0.12
C -1.026 -4.774 -1.088  -0.95
H 2.239 -1.415 -10.007  0.31
H 3.071 1.997 -8.523  0.38
C 0.793 1.962 -11.093  -0.46
H 0.540 2.475 -12.014  0.39
C 2.365 0.677 1.375  0.34
H -1.649 -2.511 -0.207  0.07
H -0.154 -0.754 -9.217  0.84
C 3.208 -3.323 -9.606  -1.50
H -1.810 -1.514 -6.926  0.32
O 3.157 -0.172 0.965  -0.60
H -0.886 0.591 -11.192  0.41
H 3.782 0.139 3.742  0.52
H -2.585 4.399 -2.979  0.42
O -0.603 1.684 -1.439  -0.49
C -1.441 0.439 4.281  -0.90
H 1.087 2.754 -2.028  0.72
C -0.207 2.096 -6.416  -0.97
H 2.872 -4.132 -8.944  0.35
H -1.313 -0.070 -3.758  0.46
H 0.206 4.420 -4.335  0.24
O -0.692 2.792 1.391  -0.54
Cl 2.179 0.550 -2.237  -0.47


Record 3
C30H48B3NO8 | ωB97M-V with the def2-TZVPD basis set

Calculated values
- frontier orbital gap (eV) = 8.3
- relative energy (zero: lowest compared OMol25 entry of this formula, charge and spin) (kJ/mol) = 0.00
- multiplicity = 1
- molecular weight (u) = 583.149

Each line ends with the Mulliken charge.
Element x y z (Å)
C 7.418 0.684 5.556  -0.44
C 8.333 1.825 5.289  0.29
H -2.766 -2.362 -3.014  0.32
H -6.441 3.499 -3.466  0.23
H -0.791 -6.722 2.231  0.37
O 4.775 1.457 3.321  -0.53
C -1.784 -3.767 -0.824  -0.87
C 0.458 5.400 -5.513  -0.40
O 2.578 -4.864 5.796  -0.70
C 1.345 3.253 -6.310  0.34
H -7.517 6.224 -1.696  0.28
C -3.232 0.262 -3.607  -0.92
C -4.529 3.903 -4.373  -0.49
C -0.316 -6.026 1.533  -0.91
C -2.464 -1.712 -2.184  -0.60
H 0.578 -2.129 5.563  0.31
C 5.827 1.577 3.913  0.48
O -1.891 5.572 -5.408  -0.53
H 4.149 -1.093 3.803  0.46
C -1.115 -4.723 1.488  -0.49
C 6.255 0.575 4.921  -0.16
H 5.617 -2.432 4.769  0.30
C -6.752 6.426 -2.446  -1.11
C 1.596 -2.473 5.752  -0.79
C 1.510 4.641 -5.804  -0.39
C -0.732 -3.819 0.301  -0.72
C -5.863 4.379 -3.760  -0.67
H -2.175 -4.976 1.408  0.46
H -2.114 3.159 -6.297  0.39
B 1.334 -5.552 3.464  0.35
C -4.376 2.378 -4.514  -1.19
C 1.161 -5.822 1.937  -0.52
O 9.393 1.930 5.866  -0.54
O 2.305 2.563 -6.575  -0.55
N 4.702 -2.584 5.179  -0.64
H 6.399 3.436 2.911  0.42
H 0.223 -4.147 -0.116  0.39
B 2.724 -6.114 5.234  0.74
H -2.317 -0.035 -4.128  0.40
C -2.621 -2.473 -0.872  -0.81
H -2.886 0.270 -1.474  0.40
H 2.124 -0.380 3.498  0.34
H 8.585 3.652 4.113  0.41
H -0.565 -2.803 0.667  0.35
H 5.571 -0.246 5.091  0.43
H -3.681 -2.709 -0.745  0.34
H -2.369 2.243 -3.791  0.13
C 7.899 2.833 4.286  -0.42
C 2.530 -1.394 5.146  0.73
C -3.340 1.795 -3.556  -0.23
H 1.731 -2.500 6.835  0.20
H 1.586 -4.997 1.359  0.33
H -3.584 2.121 -2.540  0.39
H 4.554 -3.585 5.124  0.19
H -4.710 5.738 -2.549  0.30
H -2.451 -4.627 -0.730  0.48
H 2.530 4.984 -5.691  0.41
B 1.761 -3.919 5.183  0.13
H 2.976 -0.813 5.958  0.27
O 1.105 -4.307 4.024  0.02
H -0.132 1.730 -6.846  0.43
H -4.063 -0.116 -4.210  0.45
C -3.267 -0.419 -2.234  -0.73
H 3.692 -6.761 5.476  -0.15
H -5.335 1.882 -4.336  0.54
H -4.305 -0.631 -1.957  0.24
H -6.291 7.381 -2.194  0.31
C -0.041 2.744 -6.478  -0.31
H 0.549 6.412 -5.141  0.42
H -0.990 -4.189 2.432  0.21
H 1.732 -6.719 1.688  0.24
H -0.360 -6.506 0.551  0.38
H 7.755 -0.035 6.291  0.46
C 3.684 -1.937 4.317  -0.91
C -1.093 3.503 -6.188  -0.20
O 1.731 -0.502 4.369  -0.59
C -0.927 4.891 -5.681  0.36
H -7.266 6.562 -3.399  0.32
H 3.329 -2.611 3.525  0.26
H -1.279 -3.884 -1.786  0.46
H -4.409 4.370 -5.350  0.34
H -4.089 2.113 -5.538  0.34
H -6.458 4.894 -4.516  0.41
H -3.705 4.281 -3.764  0.34
H -1.405 -1.479 -2.343  0.36
O 1.777 -6.539 4.339  -0.46
H -2.340 -1.815 -0.045  0.35
C -5.709 5.300 -2.534  -0.41
C 6.738 2.719 3.648  -0.47
H -5.772 4.691 -1.630  0.30